Computed, not measured: a cluster of 12 separate species, C43H72O36 in total, with wB97M-V/def2-TZVPD.

```
151
Properties=species:S:1:pos:R:3
C -2.493 -0.729 0.126
C -1.082 -0.430 0.517
C -0.128 -1.586 0.817
O 1.127 -1.082 0.331
C 0.890 -0.039 -0.521
O 1.712 0.440 -1.225
O -0.413 0.245 -0.567
H -2.500 -1.123 -0.897
H -3.256 0.034 0.201
H -2.816 -1.612 0.697
H -1.002 0.233 1.381
H -0.413 -2.498 0.286
H -0.107 -1.797 1.878
C 6.385 -2.305 -2.365
C 5.028 -2.833 -1.962
C 3.950 -1.768 -1.668
O 3.022 -1.901 -2.739
C 3.357 -2.929 -3.534
O 2.727 -3.304 -4.450
O 4.486 -3.529 -3.111
H 6.350 -1.431 -3.022
H 7.038 -3.069 -2.781
H 6.928 -1.938 -1.482
H 5.131 -3.495 -1.101
H 4.400 -0.778 -1.650
H 3.426 -1.999 -0.753
C -1.852 4.874 5.023
C -0.889 4.930 3.837
C 0.376 4.071 3.994
O 0.292 3.108 2.942
C -0.870 3.247 2.279
O -1.301 2.457 1.513
O -1.598 4.247 2.776
H -1.421 5.444 5.848
H -1.942 3.823 5.304
H -2.801 5.264 4.666
H -0.665 5.957 3.553
H 0.355 3.565 4.962
H 1.297 4.644 3.926
C -0.942 -1.720 -5.480
C -2.204 -0.906 -5.411
C -2.979 -1.014 -4.064
O -3.252 0.321 -3.692
C -2.658 1.176 -4.562
O -2.778 2.348 -4.578
O -1.848 0.494 -5.410
H -0.341 -1.500 -6.361
H -1.157 -2.793 -5.460
H -0.300 -1.540 -4.613
H -2.899 -1.127 -6.226
H -2.450 -1.630 -3.331
H -3.903 -1.576 -4.222
C -3.968 -3.856 3.044
C -2.639 -4.033 3.748
C -2.249 -5.509 3.993
O -0.950 -5.614 3.359
C -0.652 -4.494 2.690
O 0.309 -4.328 2.020
O -1.557 -3.511 2.957
H -4.005 -4.397 2.103
H -4.189 -2.791 2.988
H -4.743 -4.276 3.695
H -2.648 -3.502 4.701
H -2.936 -6.198 3.504
H -2.123 -5.731 5.048
C -3.683 5.501 -1.336
C -3.652 4.133 -1.969
C -3.114 2.987 -1.075
O -4.132 1.990 -1.179
C -5.243 2.484 -1.764
O -6.268 1.911 -1.835
O -5.003 3.710 -2.243
H -4.137 6.234 -2.008
H -2.715 5.849 -0.989
H -4.423 5.470 -0.526
H -3.063 4.162 -2.887
H -2.990 3.350 -0.056
H -2.176 2.618 -1.482
C -4.467 1.456 2.271
C -5.372 2.589 2.712
C -5.092 3.207 4.094
O -5.149 4.619 3.903
C -5.294 4.882 2.576
O -5.354 5.952 2.114
O -5.272 3.735 1.852
H -4.898 1.086 1.340
H -4.426 0.588 2.931
H -3.456 1.859 2.205
H -6.402 2.219 2.711
H -4.143 2.982 4.585
H -5.882 2.874 4.775
C 4.012 -6.765 1.326
O 3.487 -7.514 0.245
C 2.633 -7.011 -0.662
O 2.181 -7.701 -1.522
O 2.376 -5.705 -0.544
C 1.220 -5.255 -1.314
H 4.580 -5.902 0.984
H 4.698 -7.360 1.929
H 3.200 -6.507 2.005
H 0.577 -4.840 -0.539
H 0.785 -6.066 -1.885
H 1.580 -4.461 -1.964
C 0.699 3.010 -2.821
O 0.189 4.319 -2.976
C 0.787 5.129 -3.848
O 1.729 4.856 -4.521
O 0.114 6.284 -3.840
C 0.530 7.275 -4.769
H -0.110 2.411 -2.421
H 1.575 3.004 -2.171
H 1.059 2.576 -3.757
H 0.927 6.871 -5.701
H 1.263 7.949 -4.322
H -0.337 7.872 -5.052
C 0.722 -0.089 4.255
O -0.006 0.401 5.392
C -1.319 0.433 5.280
O -1.955 0.074 4.335
O -1.791 0.947 6.403
C -3.217 1.081 6.487
H 0.316 0.236 3.301
H 0.814 -1.173 4.349
H 1.733 0.313 4.319
H -3.726 0.685 5.614
H -3.477 2.112 6.710
H -3.552 0.476 7.336
C 3.392 0.643 -4.376
O 2.571 0.107 -5.404
C 2.058 0.949 -6.294
O 2.192 2.136 -6.303
O 1.419 0.229 -7.224
C 0.673 0.986 -8.158
H 3.797 1.620 -4.625
H 4.147 -0.105 -4.166
H 2.769 0.743 -3.485
H 0.577 0.343 -9.036
H 1.168 1.900 -8.468
H -0.345 1.162 -7.810
C 9.473 -2.659 2.973
O 8.203 -2.815 2.365
C 7.209 -3.170 3.169
O 7.318 -3.454 4.329
O 6.098 -3.128 2.463
C 4.906 -3.589 3.096
H 9.698 -3.534 3.589
H 9.470 -1.758 3.582
H 10.262 -2.641 2.228
H 4.930 -4.666 3.259
H 4.108 -3.323 2.420
H 4.755 -3.093 4.055
```

For the LUMO energy, the calculation gives -0.105 eV. The value obtained for the HOMO energy is -10.2 eV. The energy above the lowest of the compared OMol25 structures with the same formula, charge and spin comes out at 0.000 eV. The total energy is -4390.46385 Ha. Its SMILES is C[C@H]1COC(=O)O1.C[C@H]1COC(=O)O1.C[C@H]1COC(=O)O1.C[C@H]1COC(=O)O1.C[C@H]1COC(=O)O1.C[C@H]1COC(=O)O1.C[C@H]1COC(=O)O1.COC(=O)OC.COC(=O)OC.COC(=O)OC.COC(=O)OC.COC(=O)OC. The charge is 0. The HOMO-LUMO gap is 0.3698 Eh. Its largest force on an atom is 1.9 eV/Å.

Here are the Mulliken charges for atoms 1 to 99, given in e: -0.64 2.82 -0.08 -0.33 0.02 -0.48 0.37 0.03 -0.37 0.17 -1.65 0.00 -0.08 -1.62 0.89 -0.30 0.34 0.40 -0.56 -0.41 0.30 0.37 0.40 0.09 0.33 -0.16 -1.06 0.31 -0.56 -0.36 0.06 0.52 -0.41 0.47 -0.02 0.27 0.39 0.29 0.29 -1.30 0.57 -0.48 -0.19 0.66 -0.52 -0.26 0.27 0.42 0.15 0.20 0.19 0.31 -1.37 0.58 -0.49 -0.41 0.27 -0.42 0.01 0.41 0.15 0.44 0.18 0.28 0.32 -1.57 0.89 1.99 -0.29 0.63 -0.62 -0.43 0.38 0.33 0.29 0.26 -0.66 -1.30 -0.58 -0.01 0.33 -0.43 0.54 -0.51 -0.18 0.40 0.46 -0.26 0.30 -0.46 0.32 -0.43 -0.40 0.63 -0.58 -0.09 -0.04 0.12 0.33

=====

Computed, not measured: a cluster of 2 separate species, C3H9NO2 in total, with wB97M-V/def2-TZVPD.

```
15
Properties=species:S:1:pos:R:3
C 0.828 -1.200 0.011
C 1.225 -0.295 1.090
O 0.292 0.651 1.425
O 2.244 -0.349 1.720
H 0.755 -2.119 0.617
H 1.647 -1.191 -0.709
H -0.103 -1.162 -0.530
C -1.648 0.227 -2.385
N -2.391 0.870 -1.310
H -3.379 0.955 -1.469
H 0.480 0.930 2.355
H -2.050 1.674 -0.829
H -2.212 0.429 -3.299
H -1.486 -0.840 -2.244
H -0.701 0.745 -2.512
```

For the LUMO energy, the calculation gives 0.772 eV. The value obtained for the HOMO energy is -8.9 eV. The energy above the lowest of the compared OMol25 structures with the same formula, charge and spin comes out at 1.278 eV. The total energy is -324.92565 Ha. Its SMILES is CC(=O)O.CN. The charge is 0. The HOMO-LUMO gap is 0.3559 Eh. Its largest force on an atom is 2.7 eV/Å.

natural (NBO) atomic charges, in units of e: -0.74 0.79 -0.70 -0.59 0.25 0.24 0.25 -0.41 -0.87 0.36 0.49 0.37 0.18 0.17 0.19

=====

Computed, not measured: a structure of composition C2H4INO, with wB97M-V/def2-TZVPD.

```
9
Properties=species:S:1:pos:R:3
C -1.175 -0.447 -0.120
C 1.242 0.771 0.348
N -0.582 -1.262 -0.787
O -0.131 0.906 0.601
I -3.155 0.006 0.082
H 1.482 -0.273 0.299
H 1.694 1.274 1.120
H 1.540 1.217 -0.484
H -0.914 -2.192 -1.059
```

For the LUMO energy, the calculation gives -0.091 eV. The value obtained for the HOMO energy is -9.7 eV. The energy above the lowest of the compared OMol25 structures with the same formula, charge and spin comes out at 2.552 eV. The total energy is -506.18037 Ha. The charge is 0. The HOMO-LUMO gap is 0.3522 Eh. Its largest force on an atom is 4.7 eV/Å.

natural (NBO) atomic charges, in units of e: 0.37 -0.24 -0.68 -0.59 0.23 0.17 0.18 0.16 0.41